Here is a molecular structure, C26H31F5N4O3S3SeTeTi from OMol25. Energies are from the ωB97M-V functional and the def2-TZVPD basis.

Values from the calculation:
<S²> = 0.76
2S+1 = 2
Frontier orbital gap (spin up / spin down) = 8.341 / 4.891 eV
Largest force on an atom = 0.7 eV/A
Net charge = +1
Relative energy (zero: lowest compared OMol25 entry of this formula, charge and spin) = 1.3 kcal per mole
HOMO energy (spin up / spin down) = -10.6323 / -10.6321 eV
LUMO energy (spin up / spin down) = -2.29 / -5.74 eV
E = -6666.96161 Ha

Positions of all 75 atoms, in Å:
Ti  -1.271  -0.318  0.684
C  1.615  2.976  -0.060
C  0.918  3.670  -1.226
S  -0.492  2.587  -1.604
C  -0.553  2.489  -3.402
C  0.512  1.624  -4.075
S  0.582  -0.053  -3.387
C  2.270  -0.099  -2.734
C  2.660  1.056  -1.820
S  1.564  1.197  -0.394
H  1.069  3.075  0.878
H  2.641  3.306  0.096
H  1.562  3.746  -2.101
H  0.563  4.668  -0.973
H  -0.542  3.508  -3.798
H  -1.544  2.073  -3.586
H  1.497  2.085  -4.018
H  0.264  1.555  -5.134
H  2.986  -0.142  -3.555
H  2.331  -1.049  -2.200
H  2.690  2.002  -2.356
H  3.661  0.883  -1.417
O  -2.742  0.244  -0.919
C  -2.696  -0.956  -1.279
N  -3.575  -1.685  -1.964
C  -3.113  -3.072  -2.079
C  -1.737  -2.962  -1.355
O  -0.954  -3.870  -1.230
N  -1.611  -1.683  -0.878
C  -3.015  -3.482  -3.538
C  -1.803  -3.593  -4.205
C  -1.778  -3.922  -5.555
C  -2.960  -4.138  -6.245
C  -4.176  -4.028  -5.581
C  -4.201  -3.707  -4.235
C  -3.937  -4.033  -1.227
C  -3.813  -5.403  -1.444
C  -4.464  -6.301  -0.614
C  -5.244  -5.841  0.440
C  -5.364  -4.479  0.662
C  -4.708  -3.575  -0.165
H  -4.438  -1.325  -2.336
H  -0.872  -3.444  -3.675
H  -0.828  -4.016  -6.065
H  -2.937  -4.398  -7.295
H  -5.103  -4.203  -6.112
H  -5.152  -3.652  -3.715
H  -3.206  -5.764  -2.265
H  -4.369  -7.364  -0.795
H  -5.758  -6.544  1.082
H  -5.970  -4.112  1.480
H  -4.799  -2.514  0.030
F  1.477  1.175  2.622
Te  0.545  -0.307  3.457
F  2.120  -1.228  3.021
F  -2.544  -0.841  1.806
F  -1.092  1.423  1.129
F  1.460  0.122  5.072
O  0.125  -0.945  1.442
C  2.823  -4.167  4.036
N  1.760  -4.364  3.055
C  1.854  -5.144  1.926
C  0.639  -5.141  1.334
N  -0.181  -4.354  2.107
C  -1.609  -4.150  1.884
C  0.515  -3.873  3.149
Se  -0.164  -2.788  4.514
H  3.658  -4.802  3.754
H  2.462  -4.454  5.021
H  3.129  -3.127  4.052
H  2.771  -5.634  1.650
H  0.287  -5.599  0.428
H  -1.897  -4.711  1.000
H  -1.820  -3.093  1.745
H  -2.164  -4.507  2.749

***

Here is a molecular structure, C8H18BI2O4PS from OMol25. Energies are from the ωB97M-V functional and the def2-TZVPD basis.

Values from the calculation:
Frontier orbital gap = 7.285 eV
Largest force on an atom = 1.3 eV/A
Net charge = 0
HOMO energy = -7.7216 eV
LUMO energy = -0.44 eV
E = -1976.31812 Ha

Positions of all 35 atoms, in Å:
C  0.527  0.741  1.493
C  0.129  2.096  1.028
I  -0.030  3.553  2.549
C  -0.121  2.365  -0.239
I  -0.645  4.334  -0.881
B  -0.136  1.353  -1.400
C  0.802  0.090  -1.570
C  2.288  0.447  -1.820
C  2.539  1.882  -2.189
O  3.105  0.108  -0.695
P  -1.476  1.731  -2.792
O  -0.548  2.514  -3.907
O  -1.674  0.255  -3.543
H  -0.239  0.004  1.317
H  1.447  0.478  1.005
H  0.762  0.790  2.542
H  0.455  -0.465  -2.433
H  0.772  -0.605  -0.746
H  2.627  -0.150  -2.658
H  2.330  2.561  -1.377
H  3.585  1.976  -2.436
H  1.977  2.122  -3.080
H  3.398  -0.803  -0.838
H  0.096  1.913  -4.318
H  -1.654  -0.429  -2.853
C  -0.735  -2.849  3.371
S  -1.844  -2.998  1.965
O  -1.913  -1.656  1.327
C  -3.348  -3.194  2.927
H  0.268  -2.673  2.988
H  -1.044  -2.010  3.994
H  -0.750  -3.777  3.943
H  -3.480  -2.331  3.580
H  -3.285  -4.111  3.512
H  -4.182  -3.260  2.232

***

Here is a molecular structure, C38H36As2IIrNOS from OMol25. Energies are from the ωB97M-V functional and the def2-TZVPD basis.

Values from the calculation:
<S²> = 6.01
2S+1 = 5
Frontier orbital gap (spin up / spin down) = 8.076 / 5.297 eV
Largest force on an atom = 0.6 eV/A
Net charge = +3
Relative energy (zero: lowest compared OMol25 entry of this formula, charge and spin) = 0.6 kcal per mole
HOMO energy (spin up / spin down) = -15.8593 / -16.4334 eV
LUMO energy (spin up / spin down) = -7.78 / -11.14 eV
E = -6870.33257 Ha

Positions of all 81 atoms, in Å:
Ir  0.691  0.172  -0.130
C  -2.540  0.531  1.159
C  -1.693  1.520  1.955
As  -0.288  2.300  0.844
C  0.525  3.612  1.974
C  0.824  4.864  1.446
C  1.291  5.853  2.299
C  1.466  5.584  3.650
C  1.193  4.320  4.162
C  0.731  3.320  3.322
C  -1.221  3.287  -0.512
C  -0.638  3.468  -1.764
C  -1.280  4.257  -2.708
C  -2.498  4.850  -2.403
C  -3.078  4.661  -1.154
C  -2.441  3.881  -0.200
As  -1.506  -0.996  0.510
C  -2.860  -2.116  -0.274
C  -3.900  -1.511  -0.976
C  -5.002  -2.272  -1.332
C  -5.045  -3.624  -1.013
C  -3.977  -4.228  -0.360
C  -2.871  -3.478  0.011
C  -0.940  -1.955  2.074
C  0.057  -2.920  1.916
C  0.407  -3.726  2.990
C  -0.219  -3.549  4.219
C  -1.197  -2.574  4.378
C  -1.567  -1.776  3.305
H  -2.979  1.016  0.287
H  -3.362  0.124  1.749
H  -1.216  1.038  2.809
H  -2.295  2.341  2.344
H  0.676  5.077  0.396
H  1.514  6.835  1.905
H  1.817  6.365  4.312
H  1.340  4.113  5.213
H  0.534  2.333  3.723
H  0.319  3.014  -1.991
H  -0.827  4.424  -3.676
H  -2.992  5.475  -3.135
H  -4.023  5.130  -0.917
H  -2.891  3.767  0.778
H  -3.863  -0.464  -1.253
H  -5.825  -1.809  -1.859
H  -5.914  -4.211  -1.278
H  -4.005  -5.285  -0.134
H  -2.050  -3.950  0.533
H  0.539  -3.057  0.953
H  1.158  -4.496  2.870
H  0.054  -4.180  5.055
H  -1.682  -2.440  5.335
H  -2.363  -1.053  3.430
C  0.364  0.378  -4.727
S  1.564  0.342  -3.408
O  0.643  0.451  -2.147
C  2.096  -1.342  -3.457
C  3.361  -1.599  -3.967
C  3.778  -2.920  -4.059
C  2.944  -3.943  -3.630
C  1.686  -3.662  -3.100
C  1.248  -2.352  -3.011
H  -0.226  -0.535  -4.708
H  0.920  0.466  -5.661
H  -0.256  1.261  -4.575
H  4.005  -0.792  -4.297
H  4.754  -3.147  -4.467
H  3.273  -4.970  -3.713
H  1.042  -4.468  -2.774
H  0.264  -2.120  -2.619
I  6.368  -1.025  -1.432
C  4.827  -1.098  -0.043
C  5.024  -1.609  1.237
C  3.967  -1.596  2.137
C  2.748  -1.092  1.742
N  2.558  -0.617  0.497
C  3.581  -0.614  -0.380
H  5.989  -2.002  1.529
H  4.088  -1.979  3.141
H  1.906  -1.065  2.419
H  3.396  -0.209  -1.365

***

Here is a molecular structure, C38H32F6N5OP2SScSe from OMol25. Energies are from the ωB97M-V functional and the def2-TZVPD basis.

Values from the calculation:
<S²> = 0.76
2S+1 = 2
Frontier orbital gap (spin up / spin down) = 7.355 / 6.252 eV
Largest force on an atom = 2.1 eV/A
Net charge = +1
Relative energy (zero: lowest compared OMol25 entry of this formula, charge and spin) = 21.0 kcal per mole
HOMO energy (spin up / spin down) = -10.7278 / -10.7970 eV
LUMO energy (spin up / spin down) = -3.37 / -4.55 eV
E = -6658.62437 Ha

Positions of all 87 atoms, in Å:
Sc  0.146  -0.725  0.428
N  -3.528  -2.263  2.626
C  -2.517  -1.433  2.246
S  -2.709  -0.682  0.678
N  -1.500  -1.340  3.032
N  -0.425  -0.628  2.570
C  0.246  0.023  3.473
C  -0.029  -0.051  4.921
C  -0.230  1.120  5.652
C  -0.497  1.054  7.009
C  -0.541  -0.175  7.648
C  -0.326  -1.343  6.928
C  -0.079  -1.287  5.568
C  1.263  0.969  2.981
C  2.246  1.503  3.803
C  3.127  2.430  3.267
C  2.984  2.800  1.942
C  1.993  2.193  1.188
N  1.158  1.291  1.686
H  -4.416  -2.124  2.174
H  -3.537  -2.563  3.590
H  -0.198  2.077  5.147
H  -0.665  1.965  7.570
H  -0.737  -0.226  8.711
H  -0.354  -2.303  7.426
H  0.103  -2.191  5.006
H  2.332  1.183  4.831
H  3.915  2.852  3.877
H  3.642  3.527  1.486
H  1.862  2.439  0.140
O  -0.723  -3.587  1.137
N  -0.900  -3.190  -0.195
C  -0.433  -4.074  -0.973
C  -0.426  -3.937  -2.425
C  -0.413  -5.127  -3.157
C  -0.495  -5.112  -4.536
C  -0.586  -3.901  -5.206
C  -0.567  -2.713  -4.494
C  -0.473  -2.711  -3.105
P  -0.363  -1.077  -2.281
C  1.068  -0.296  -3.126
C  1.284  1.067  -2.898
C  2.409  1.701  -3.393
C  3.350  0.974  -4.109
C  3.146  -0.376  -4.342
C  2.013  -1.012  -3.852
C  -1.830  -0.285  -3.044
C  -1.750  0.747  -3.973
C  -2.911  1.295  -4.502
C  -4.151  0.813  -4.112
C  -4.232  -0.229  -3.200
C  -3.079  -0.777  -2.665
H  -1.571  -3.408  1.565
H  -0.061  -5.008  -0.552
H  -0.355  -6.070  -2.628
H  -0.488  -6.042  -5.089
H  -0.659  -3.882  -6.285
H  -0.617  -1.770  -5.024
H  0.558  1.630  -2.326
H  2.557  2.759  -3.216
H  4.246  1.458  -4.475
H  3.878  -0.945  -4.900
H  1.884  -2.071  -4.027
H  -0.793  1.126  -4.304
H  -2.840  2.100  -5.222
H  -5.051  1.247  -4.527
H  -5.200  -0.614  -2.905
H  -3.139  -1.589  -1.950
Se  -1.297  1.594  -0.292
C  -0.775  3.396  0.161
C  -0.825  3.865  1.466
C  -0.468  5.177  1.737
C  -0.052  6.014  0.711
C  0.001  5.539  -0.592
C  -0.370  4.233  -0.875
H  -1.156  3.208  2.261
H  -0.519  5.552  2.751
H  0.221  7.039  0.924
H  0.323  6.190  -1.394
H  -0.356  3.871  -1.896
F  1.494  -2.367  0.419
P  3.012  -1.600  0.254
F  3.766  -2.846  0.801
F  1.991  -0.270  -0.302
F  4.256  -0.673  0.086
F  3.026  -2.097  -1.242
F  2.711  -1.035  1.734